45
Properties=species:S:1:pos:R:3 method="wB97M-V/def2-TZVPD" de_lowest_ev=0.790 e_homo_ev="-15.3036 / -15.5497" s_squared=2.015 molar_mass_g_mol=655.22 spin_multiplicity=3 total_charge=+2 lumo_energy_ha="-0.203 / -0.366" homo_lumo_gap_ev="9.8 / 5.6"
N 2.039 2.769 0.311
C 0.697 2.723 0.311
H -3.874 -1.601 -2.169
H 3.504 2.942 1.868
H 3.921 2.703 -0.578
H 3.002 -0.725 0.706
O 1.125 -0.119 0.832
H -5.546 0.884 -0.925
H 1.923 -3.799 1.154
H -3.195 -2.218 -0.628
S -3.297 0.147 -0.660
O -0.167 -2.653 -1.266
H -1.209 3.112 3.015
H -4.367 2.138 -1.377
H -4.873 -1.622 -0.678
C 0.810 -2.582 -0.229
O 2.894 -2.874 -1.846
O 0.569 -1.904 2.456
Au -0.193 -0.128 -1.715
H 1.603 -4.570 -0.401
C -1.116 2.710 2.010
H -1.755 3.280 1.336
O -2.171 0.434 -1.704
H -0.101 -2.472 2.861
C -4.617 1.082 -1.457
C 2.877 2.649 -0.872
C -3.870 -1.498 -1.085
H 0.300 -4.408 0.787
H -0.363 -3.565 -1.511
H 3.689 -2.690 -2.370
P 2.252 -1.723 -1.002
C 2.463 2.879 1.598
H 1.282 2.957 3.468
N 0.270 2.818 1.582
C 1.181 -3.918 0.367
C 1.356 2.891 2.396
Se -0.403 2.623 -1.189
O 3.356 -1.346 0.040
H -1.423 1.662 2.007
O -1.258 -1.077 0.839
H 2.686 1.691 -1.358
O 1.823 -0.558 -1.882
P 0.201 -1.287 1.035
H 2.667 3.453 -1.577
H -4.689 0.791 -2.503

=====

11
Properties=species:S:1:pos:R:3 method="wB97M-V/def2-TZVPD" de_lowest_ev=7.034 e_homo_ev=-10.6293 molar_mass_g_mol=130.06 spin_multiplicity=1 lumo_energy_ha=0.007 homo_lumo_gap_ev=10.8 smiles=[O-][N@@H+]1ON1c1ncon1
O 1.931 1.351 -0.869
N 0.200 -0.010 -0.964
H 1.774 0.275 -2.507
N -0.727 0.034 1.495
N 1.227 1.449 0.314
C 0.262 0.632 0.239
O -2.797 -0.922 1.145
N -1.643 -0.817 0.877
O -0.399 -1.281 1.792
C 1.264 0.427 -1.572
H -1.092 -1.138 0.049